1) {
  "formula": "C5H15N3",
  "method": "ωB97M-V/def2-TZVPD",
  "species": ["C", "C", "N", "C", "C", "N", "C", "N", "H", "H", "H", "H", "H", "H", "H", "H", "H", "H", "H", "H", "H", "H", "H"],
  "positions_angstrom": [[0.572, 1.362, 2.196], [1.156, 0.330, 1.276], [2.605, 0.098, 1.650], [1.051, 0.733, -0.201], [-0.368, 0.718, -0.767], [-0.942, -0.628, -0.996], [-1.976, -0.771, -1.796], [-2.630, -1.895, -1.934], [-0.483, 1.528, 2.075], [0.799, 1.222, 3.261], [1.040, 2.356, 2.137], [0.688, -0.647, 1.393], [3.114, 0.986, 1.691], [3.064, -0.480, 0.948], [2.722, -0.375, 2.550], [1.399, 1.760, -0.314], [1.673, 0.062, -0.802], [-1.050, 1.282, -0.127], [-0.320, 1.225, -1.697], [-0.729, -1.332, -0.303], [-2.270, 0.032, -2.454], [-2.469, -2.702, -1.347], [-3.252, -2.045, -2.716]],
  "nbo_charge": [-0.6743, -0.0364, -0.6665, -0.4321, -0.2189, -0.5248, 0.4102, -0.6801, 0.2596, 0.2559, 0.2468, 0.2070, 0.4521, 0.4469, 0.4602, 0.2568, 0.2279, 0.2239, 0.2447, 0.4138, 0.2440, 0.4295, 0.4537],
  "orbital_gap_ev": 11.8,
  "lumo_ha": -0.2434,
  "charge": 2,
  "smiles": "C[C@H]([NH3+])CC/[NH+]=C/N"
}

2) {
  "formula": "C5H15N3",
  "method": "ωB97M-V/def2-TZVPD",
  "species": ["C", "C", "N", "C", "C", "N", "C", "N", "H", "H", "H", "H", "H", "H", "H", "H", "H", "H", "H", "H", "H", "H", "H"],
  "positions_angstrom": [[-0.128, 0.332, -2.619], [0.921, 0.541, -1.579], [1.435, 2.013, -1.507], [0.271, 0.365, -0.127], [0.075, -1.049, 0.333], [-1.060, -1.084, 1.338], [-0.752, -1.188, 2.638], [-1.588, -1.181, 3.625], [-1.045, 0.881, -2.378], [0.397, 0.347, -3.606], [-0.382, -0.745, -2.759], [1.856, -0.080, -1.667], [0.607, 2.600, -1.293], [1.926, 2.323, -2.335], [2.018, 1.956, -0.680], [0.910, 0.857, 0.595], [-0.656, 0.944, -0.193], [0.950, -1.568, 0.720], [-0.335, -1.762, -0.401], [-1.993, -1.134, 0.929], [0.363, -1.162, 2.815], [-2.597, -1.043, 3.570], [-1.192, -1.164, 4.580]],
  "nbo_charge": [-0.6961, -0.0194, -0.6799, -0.4394, -0.2296, -0.5351, 0.3972, -0.6911, 0.2435, 0.2742, 0.2774, 0.2449, 0.4450, 0.4627, 0.4436, 0.2101, 0.2276, 0.2422, 0.2417, 0.4403, 0.2375, 0.4486, 0.4542],
  "orbital_gap_ev": 12.0,
  "lumo_ha": -0.2343,
  "charge": 2,
  "smiles": "C[C@@H]([NH3+])CC/[NH+]=C/N"
}

Which of them is the most stable? Correct choice: 1).

1) {
  "formula": "C28H80N4O10",
  "method": "ωB97M-V/def2-TZVPD",
  "species": ["C", "O", "C", "C", "C", "N", "H", "H", "H", "H", "H", "H", "H", "H", "H", "H", "H", "C", "O", "C", "C", "C", "N", "H", "H", "H", "H", "H", "H", "H", "H", "H", "H", "H", "C", "O", "C", "C", "C", "N", "H", "H", "H", "H", "H", "H", "H", "H", "H", "H", "H", "C", "O", "C", "C", "C", "N", "H", "H", "H", "H", "H", "H", "H", "H", "H", "H", "H", "C", "C", "O", "H", "H", "H", "H", "H", "H", "C", "C", "O", "H", "H", "H", "H", "H", "H", "C", "C", "O", "H", "H", "H", "H", "H", "H", "C", "C", "O", "H", "H", "H", "H", "H", "H", "C", "C", "O", "H", "H", "H", "H", "H", "H", "C", "C", "O", "H", "H", "H", "H", "H", "H"],
  "positions_angstrom": [[-1.360, -3.554, -0.971], [-1.112, -2.160, -0.780], [0.279, -1.838, -0.537], [0.452, -0.282, -0.955], [1.822, 0.278, -0.525], [-0.627, 0.545, -0.488], [-2.411, -3.757, -1.175], [-1.150, -4.139, -0.076], [-0.745, -3.979, -1.765], [0.432, -1.881, 0.542], [1.090, -2.344, -1.061], [0.383, -0.256, -2.043], [2.067, 1.263, -0.922], [2.597, -0.350, -0.966], [1.907, 0.214, 0.560], [-0.488, 0.805, 0.478], [-1.520, 0.074, -0.472], [2.923, 11.074, -3.530], [2.561, 10.929, -2.173], [3.315, 9.914, -1.567], [2.752, 9.654, -0.116], [3.474, 8.554, 0.589], [1.373, 9.219, -0.135], [2.763, 10.158, -4.099], [3.991, 11.235, -3.675], [2.357, 11.772, -4.147], [3.469, 9.000, -2.141], [4.253, 10.422, -1.345], [2.878, 10.478, 0.586], [4.535, 8.794, 0.518], [3.383, 7.608, 0.055], [3.367, 8.515, 1.673], [1.195, 8.848, 0.787], [1.259, 8.469, -0.801], [-4.085, 2.467, 4.138], [-2.739, 3.059, 4.364], [-2.886, 4.347, 4.968], [-1.528, 4.839, 5.500], [-1.345, 4.152, 6.893], [-1.418, 6.243, 5.651], [-4.779, 3.113, 3.599], [-4.432, 2.221, 5.142], [-3.977, 1.484, 3.680], [-3.296, 4.989, 4.188], [-3.619, 4.564, 5.744], [-0.757, 4.520, 4.799], [-1.853, 3.197, 7.028], [-1.685, 4.754, 7.736], [-0.312, 3.882, 7.109], [-0.600, 6.460, 6.202], [-2.210, 6.451, 6.242], [-3.015, -3.186, 7.604], [-3.565, -4.396, 8.057], [-4.537, -4.928, 7.183], [-4.141, -5.363, 5.722], [-5.193, -6.233, 5.015], [-3.033, -6.227, 5.835], [-3.815, -2.445, 7.596], [-2.480, -3.256, 6.657], [-2.225, -2.906, 8.301], [-4.781, -5.813, 7.771], [-5.439, -4.320, 7.255], [-3.779, -4.489, 5.182], [-6.170, -5.762, 4.904], [-5.344, -7.237, 5.414], [-4.805, -6.411, 4.012], [-3.267, -7.140, 6.198], [-2.282, -5.902, 6.427], [6.567, 4.977, -5.004], [7.341, 6.123, -5.690], [8.289, 6.650, -4.718], [6.394, 4.197, -5.745], [5.655, 5.437, -4.623], [7.142, 4.499, -4.211], [6.696, 6.856, -6.176], [8.090, 5.793, -6.410], [7.875, 7.352, -4.211], [-0.346, -5.350, -8.718], [0.487, -4.057, -9.022], [0.825, -4.065, -10.372], [-0.468, -5.498, -7.645], [0.030, -6.291, -9.120], [-1.316, -5.252, -9.206], [1.407, -4.136, -8.444], [-0.022, -3.126, -8.771], [1.004, -3.170, -10.668], [-8.310, -8.762, -2.101], [-9.282, -8.065, -2.981], [-8.850, -7.974, -4.285], [-8.773, -8.910, -1.126], [-7.349, -8.256, -2.001], [-8.008, -9.762, -2.413], [-9.675, -7.160, -2.518], [-10.177, -8.688, -2.979], [-9.553, -7.493, -4.728], [3.152, -9.632, -2.836], [4.217, -10.600, -2.262], [3.676, -11.808, -1.832], [2.556, -9.957, -3.689], [3.665, -8.685, -3.008], [2.541, -9.393, -1.966], [4.628, -10.149, -1.359], [4.972, -10.696, -3.042], [4.108, -12.103, -1.027], [5.540, -1.398, 6.727], [4.449, -2.091, 5.862], [3.342, -1.285, 5.844], [5.760, -0.410, 6.323], [6.423, -2.015, 6.562], [5.320, -1.395, 7.795], [4.067, -2.970, 6.382], [4.804, -2.313, 4.856], [2.506, -1.651, 5.546], [-0.342, 4.458, -6.582], [-0.509, 5.593, -5.603], [0.268, 5.374, -4.396], [0.725, 4.438, -6.807], [-0.942, 4.506, -7.490], [-0.608, 3.473, -6.197], [-1.574, 5.606, -5.373], [-0.347, 6.534, -6.129], [-0.140, 4.695, -3.854]],
  "lowdin_charge": [-0.1096, -0.2081, -0.1595, -0.4315, -0.0666, 0.0279, 0.0840, 0.0795, 0.0819, 0.1147, 0.1154, 0.1242, 0.0755, 0.0691, 0.0750, 0.0666, 0.0619, -0.1257, -0.1689, -0.1959, -0.4362, -0.1091, 0.0273, 0.0772, 0.0821, 0.0875, 0.1284, 0.1210, 0.1371, 0.0697, 0.0846, 0.0839, 0.0646, 0.0727, -0.0624, -0.1848, -0.2422, -0.4426, -0.0653, 0.0272, 0.0842, 0.0789, 0.0793, 0.1173, 0.1210, 0.1371, 0.0672, 0.0708, 0.0680, 0.0767, 0.0696, -0.1189, -0.1958, -0.2064, -0.4343, -0.0615, 0.0110, 0.0914, 0.0794, 0.0888, 0.1239, 0.1162, 0.1286, 0.0736, 0.0773, 0.0762, 0.0761, 0.0743, -0.0846, -0.2858, -0.1095, 0.0649, 0.0664, 0.0715, 0.1050, 0.1025, 0.0697, -0.0775, -0.3269, -0.0811, 0.0643, 0.0681, 0.0642, 0.0978, 0.1083, 0.0828, -0.0988, -0.3900, -0.0466, 0.0771, 0.0750, 0.0764, 0.1126, 0.1058, 0.0885, -0.0825, -0.3450, -0.0715, 0.0736, 0.0669, 0.0655, 0.1082, 0.1015, 0.0833, -0.0717, -0.3505, -0.0867, 0.0716, 0.0642, 0.0714, 0.1069, 0.1060, 0.0887, -0.1121, -0.3111, -0.0822, 0.0730, 0.0728, 0.0695, 0.1006, 0.1107, 0.0780],
  "orbital_gap_ev": 8.9,
  "lumo_ha": 0.0063,
  "charge": 0,
  "smiles": "COC[C@H](C)N.COC[C@H](C)N.COC[C@H](C)N.COC[C@H](C)N.CCO.CCO.CCO.CCO.CCO.CCO"
}

2) {
  "formula": "C28H80N4O10",
  "method": "ωB97M-V/def2-TZVPD",
  "species": ["C", "O", "C", "C", "C", "N", "H", "H", "H", "H", "H", "H", "H", "H", "H", "H", "H", "C", "O", "C", "C", "C", "N", "H", "H", "H", "H", "H", "H", "H", "H", "H", "H", "H", "C", "O", "C", "C", "C", "N", "H", "H", "H", "H", "H", "H", "H", "H", "H", "H", "H", "C", "O", "C", "C", "C", "N", "H", "H", "H", "H", "H", "H", "H", "H", "H", "H", "H", "C", "C", "O", "H", "H", "H", "H", "H", "H", "C", "C", "O", "H", "H", "H", "H", "H", "H", "C", "C", "O", "H", "H", "H", "H", "H", "H", "C", "C", "O", "H", "H", "H", "H", "H", "H", "C", "C", "O", "H", "H", "H", "H", "H", "H", "C", "C", "O", "H", "H", "H", "H", "H", "H"],
  "positions_angstrom": [[6.450, 4.855, -2.058], [5.899, 4.146, -0.961], [4.773, 4.794, -0.404], [4.235, 4.014, 0.802], [3.511, 2.737, 0.518], [3.393, 4.904, 1.551], [5.849, 4.774, -2.964], [7.397, 4.382, -2.319], [6.715, 5.894, -1.859], [5.148, 5.783, -0.139], [4.024, 4.939, -1.182], [5.133, 3.777, 1.374], [2.768, 2.937, -0.253], [3.093, 2.208, 1.375], [4.195, 2.018, 0.068], [3.037, 4.307, 2.285], [2.607, 5.187, 0.984], [-1.635, 2.157, -2.445], [-2.452, 1.233, -1.842], [-3.317, 0.534, -2.666], [-4.205, -0.490, -1.775], [-4.938, -1.311, -2.846], [-5.244, 0.154, -0.989], [-1.151, 2.867, -1.774], [-2.071, 2.942, -3.063], [-0.941, 1.545, -3.021], [-4.042, 1.210, -3.120], [-2.810, 0.044, -3.497], [-3.550, -1.086, -1.140], [-5.402, -0.684, -3.607], [-5.805, -1.826, -2.432], [-4.237, -1.969, -3.360], [-5.797, 0.683, -1.649], [-4.848, 0.984, -0.571], [3.006, 2.928, -3.709], [2.195, 1.890, -4.245], [2.068, 0.654, -3.447], [3.260, -0.316, -3.437], [3.617, -0.805, -4.813], [3.103, -1.404, -2.460], [4.023, 2.538, -3.716], [2.696, 3.214, -2.704], [2.933, 3.881, -4.234], [1.786, 0.867, -2.416], [1.238, 0.123, -3.912], [4.076, 0.362, -3.189], [3.482, -0.047, -5.584], [2.981, -1.650, -5.075], [4.652, -1.144, -4.864], [2.932, -1.013, -1.544], [4.043, -1.747, -2.325], [-5.991, -7.228, 0.168], [-4.652, -7.442, 0.492], [-3.806, -6.555, -0.354], [-3.811, -5.089, 0.096], [-3.040, -4.087, -0.834], [-3.157, -5.014, 1.382], [-6.579, -7.684, 0.964], [-6.260, -7.790, -0.726], [-6.308, -6.194, 0.035], [-2.778, -6.914, -0.322], [-4.245, -6.567, -1.351], [-4.787, -4.608, 0.154], [-2.023, -4.468, -0.924], [-2.836, -3.151, -0.313], [-3.589, -3.827, -1.739], [-3.607, -5.660, 2.015], [-3.286, -4.135, 1.862], [-0.628, -0.529, -0.165], [0.125, 0.507, 0.510], [1.383, 0.043, 0.462], [-0.371, -1.550, 0.117], [-0.500, -0.449, -1.244], [-1.640, -0.296, 0.169], [-0.206, 0.645, 1.539], [0.079, 1.466, -0.007], [1.540, -0.751, 0.979], [-0.266, 2.787, 4.705], [1.027, 2.991, 3.882], [1.916, 3.975, 4.320], [-0.851, 3.701, 4.606], [-0.006, 2.588, 5.745], [-0.903, 2.004, 4.294], [0.816, 3.122, 2.821], [1.705, 2.140, 3.838], [1.855, 3.995, 5.278], [2.298, -3.422, 0.880], [1.480, -3.214, 2.170], [1.972, -2.000, 2.629], [3.349, -3.610, 1.100], [2.316, -2.560, 0.213], [1.970, -4.321, 0.358], [1.585, -4.032, 2.882], [0.429, -3.165, 1.884], [1.603, -1.704, 3.464], [6.174, -0.408, 1.718], [4.949, -1.062, 1.262], [4.841, -0.862, -0.119], [6.196, 0.629, 1.382], [7.051, -0.966, 1.389], [6.088, -0.398, 2.805], [4.077, -0.536, 1.651], [4.789, -2.099, 1.557], [5.521, -1.397, -0.533], [-4.139, -0.982, 2.170], [-5.271, -0.780, 3.104], [-5.136, -1.551, 4.289], [-4.135, -1.963, 1.696], [-3.173, -0.839, 2.655], [-4.178, -0.328, 1.298], [-6.192, -1.076, 2.604], [-5.371, 0.253, 3.439], [-5.220, -2.479, 4.057], [-2.648, 3.866, 1.736], [-3.026, 2.566, 1.026], [-3.657, 2.809, -0.175], [-2.582, 4.729, 1.074], [-1.779, 3.644, 2.354], [-3.492, 4.100, 2.385], [-3.619, 1.929, 1.682], [-2.086, 2.027, 0.904], [-3.180, 2.252, -0.794]],
  "lowdin_charge": [-0.1161, -0.1866, -0.2049, -0.4491, -0.0593, 0.0521, 0.0782, 0.0846, 0.0852, 0.1215, 0.1164, 0.1412, 0.0708, 0.0712, 0.0743, 0.0371, 0.0759, -0.1040, -0.2437, -0.1618, -0.3814, -0.0839, 0.0507, 0.0992, 0.1021, 0.0951, 0.1274, 0.1284, 0.1036, 0.0766, 0.0786, 0.0731, 0.0765, 0.0406, -0.1069, -0.1989, -0.1590, -0.4568, -0.0663, 0.0649, 0.0817, 0.0638, 0.0858, 0.1071, 0.1194, 0.1202, 0.0791, 0.0779, 0.0743, 0.0306, 0.0550, -0.1513, -0.1840, -0.1381, -0.4452, -0.0436, 0.0352, 0.0890, 0.0848, 0.0802, 0.1293, 0.1183, 0.1177, 0.0779, 0.0452, 0.0666, 0.0698, 0.0520, -0.0788, -0.3881, -0.0731, 0.0829, 0.0888, 0.0625, 0.1121, 0.1147, 0.0441, -0.0674, -0.3478, -0.0764, 0.0697, 0.0726, 0.0662, 0.0956, 0.1018, 0.0856, -0.0657, -0.3006, -0.0860, 0.0620, 0.0569, 0.0795, 0.1142, 0.0993, 0.1028, -0.0836, -0.3625, -0.0841, 0.0816, 0.0829, 0.0830, 0.1037, 0.1014, 0.0877, -0.1011, -0.3232, -0.0759, 0.0568, 0.0827, 0.0415, 0.1150, 0.1158, 0.0756, -0.0535, -0.3378, -0.0708, 0.0810, 0.0475, 0.0708, 0.1001, 0.0868, 0.0065],
  "orbital_gap_ev": 9.2,
  "lumo_ha": 0.0099,
  "charge": 0,
  "smiles": "COC[C@H](C)N.COC[C@H](C)N.COC[C@H](C)N.COC[C@H](C)N.CCO.CCO.CCO.CCO.CCO.CCO"
}

Which of them is the most stable? Correct choice: 2).